Entry 1:
Density functional theory data (ωB97M-V/def2-TZVPD) for the molecule C25H32N4O3.

CARTESIAN COORDINATES (ANGSTROEM)
O 2.297 -1.939 -3.620
O -1.812 0.749 3.095
O 0.964 -1.901 0.700
N -0.773 -4.193 -1.812
N -1.635 -1.051 1.729
N 1.009 -2.790 -1.938
N 1.055 0.183 1.522
C 1.267 1.581 1.355
C 1.834 5.822 0.955
C 2.289 2.213 2.050
C -1.691 -5.328 -3.695
C 1.307 -0.728 0.567
C 0.123 -3.617 -2.609
C -1.151 -0.115 2.558
C 1.646 6.522 2.302
C 1.641 4.333 1.097
C -4.226 -2.915 0.186
C -0.762 -4.716 -4.526
C 0.618 3.686 0.415
C -3.606 -2.515 1.525
C 2.842 -1.342 -1.362
C -3.352 -2.196 -0.836
C -3.018 -1.105 1.311
C 3.210 6.138 0.365
C 0.164 -3.845 -3.987
C 2.029 -2.049 -2.443
C 2.067 -0.227 -0.646
C 0.425 2.323 0.540
C 0.372 -0.219 2.743
C 2.472 3.576 1.916
C -3.155 -0.823 -0.200
C -1.650 -5.026 -2.346
H 3.178 -2.081 -0.632
H 1.354 0.232 -1.337
H -2.280 -0.302 -0.587
H -2.424 -6.017 -4.084
H -4.031 -0.198 -0.378
H -2.351 -5.465 -1.648
H -2.395 -2.710 -0.933
H 0.670 6.282 2.720
H 0.653 -1.250 2.973
H 0.869 -2.759 -0.923
H -4.329 -2.533 2.339
H 4.004 5.814 1.033
H 2.408 6.211 3.012
H -0.997 -1.720 1.313
H 2.757 0.556 -0.326
H 1.713 7.600 2.177
H -2.797 -3.201 1.777
H -0.384 1.835 0.019
H 2.938 1.633 2.690
H 3.715 -0.913 -1.855
H -3.815 -2.137 -1.820
H -3.536 -0.348 1.905
H 3.312 7.209 0.207
H -0.758 -4.919 -5.587
H -0.045 4.257 -0.218
H -5.252 -2.548 0.120
H 3.272 4.052 2.462
H -4.237 -3.994 0.044
H 3.339 5.634 -0.591
H 0.675 0.449 3.550
H 1.072 6.199 0.265
H 0.902 -3.352 -4.595

Output
- Energy: -38549.9569 eV
- Total charge: 0
- SMILES string: CC(C)c1ccc(N(CC(=O)NC2CCCC2)C(=O)CCC(=O)Nc2ccccn2)cc1
- Energy relative to the best compared isomer or geometry (same formula, charge and spin): 10.7 kcal per mole
- E_HOMO: -8.682 eV

Mulliken analysis output, partial charges in e: -0.66 -0.70 -0.89 -0.47 -0.06 0.05 0.54 -1.22 0.04 -1.20 -0.52 0.72 0.51 0.60 -1.47 1.22 -0.77 -0.51 -1.27 -0.92 -1.17 0.03 -0.16 -1.47 -0.44 0.67 -0.45 0.41 -1.00 0.00 -0.77 -0.35 0.45 0.34 0.21 0.40 0.30 0.39 -0.30 0.36 0.49 0.20 0.32 0.30 0.30 0.33 0.46 0.45 0.32 0.52 0.55 0.36 0.55 0.54 0.45 0.41 0.30 0.34 0.30 0.38 0.36 0.45 0.38 0.47


Entry 2:
Density functional theory data (ωB97M-V/def2-TZVPD) for the molecule C25H32N4OS.

CARTESIAN COORDINATES (ANGSTROEM)
S -1.963 1.445 -0.375
O 2.020 -2.134 -2.312
N -2.843 -0.882 0.474
N 3.526 -0.719 -1.420
N -7.519 0.626 0.017
N -0.998 -0.948 -0.927
C 1.237 -0.042 -1.492
C 1.872 -0.084 2.272
C 7.005 2.046 0.677
C 5.586 1.795 0.275
C 2.072 -2.558 1.056
C 0.733 -0.738 1.841
C 3.115 -0.669 2.105
C -3.967 -0.214 1.089
C -0.421 -2.697 0.779
C 2.243 -1.055 -1.780
C -8.667 1.025 0.804
C -5.135 -0.021 0.120
C 0.820 -1.984 1.233
C 2.910 1.374 -0.454
C 3.899 0.422 -0.765
C 4.599 2.739 0.586
C -1.936 -0.214 -0.287
C 3.212 -1.907 1.493
C -6.295 0.706 0.797
C 3.290 2.536 0.228
C -0.787 -2.361 -0.679
C 1.569 1.102 -0.853
C 5.226 0.646 -0.400
C -0.168 -0.332 -1.947
C -7.441 1.403 -1.204
H 4.882 3.637 1.115
H -4.279 -0.811 1.951
H 4.180 -2.369 1.360
H -5.489 -0.991 -0.237
H -3.618 0.761 1.438
H -1.243 -2.435 1.446
H 7.646 1.212 0.403
H -8.381 1.306 -1.745
H 7.072 2.200 1.754
H -4.772 0.553 -0.733
H -7.255 2.472 -1.012
H 2.152 -3.523 0.577
H -8.611 2.072 1.142
H 1.790 0.885 2.743
H -3.007 -1.850 0.238
H 0.806 1.836 -0.635
H 4.235 -1.414 -1.621
H 0.038 -2.672 -1.321
H -6.491 0.222 1.759
H -1.677 -2.938 -0.972
H 4.004 -0.161 2.447
H -9.568 0.902 0.205
H 5.973 -0.096 -0.647
H -8.744 0.382 1.680
H 7.380 2.947 0.192
H -0.235 -0.278 1.981
H -0.652 0.602 -2.243
H -0.124 -1.013 -2.802
H -0.266 -3.777 0.830
H -6.005 1.752 0.999
H 2.532 3.266 0.469
H -6.643 1.018 -1.834

Output
- Energy: -45289.1686 eV
- Total charge: 0
- SMILES string: Cc1ccc2cc(CN(CCc3ccccc3)C(=S)NCCCN(C)C)c(=O)[nH]c2c1
- Energy relative to the best compared isomer or geometry (same formula, charge and spin): 7.4 kcal per mole
- E_HOMO: -7.968 eV

Mulliken analysis output, partial charges in e: -0.39 -0.77 0.16 0.20 -0.08 0.30 1.18 -1.11 -1.62 1.04 -0.02 0.23 -0.03 -1.52 -1.14 0.21 -1.00 -0.10 0.15 0.94 -0.52 -0.65 0.30 -0.91 -0.72 -0.80 -1.27 -0.35 -0.77 -2.63 -0.98 0.43 0.48 0.40 0.25 0.36 0.50 0.34 0.36 0.34 0.31 0.34 0.39 0.36 0.40 0.25 0.45 0.26 0.48 0.42 0.47 0.47 0.35 0.30 0.31 0.37 0.40 0.84 0.41 0.53 0.28 0.50 0.29


Entry 3:
Density functional theory data (ωB97M-V/def2-TZVPD) for the molecule C25H32N6O.

CARTESIAN COORDINATES (ANGSTROEM)
O -1.671 4.578 -1.131
N -1.813 2.409 -1.831
N -2.990 -0.638 0.251
N 1.387 -0.930 1.720
N 2.584 -2.869 1.895
N 0.316 -0.243 1.475
N -1.908 -0.057 0.800
C -4.012 2.899 0.346
C 3.577 -4.545 0.415
C 1.034 0.090 -1.890
C 1.419 -2.261 1.571
C -0.244 0.614 -1.972
C 3.780 -2.083 2.123
C 0.269 -2.958 1.119
C 4.460 -3.340 0.065
C 4.965 -2.669 1.340
C -0.855 -2.228 0.860
C 2.111 0.948 -1.652
C -1.067 2.179 1.554
C 2.847 -4.277 1.742
C -3.872 0.321 0.054
C 3.502 0.412 -1.508
C -3.355 1.566 0.487
C -5.208 0.042 -0.536
C -0.481 1.977 -1.819
C -0.788 -0.834 1.063
C 1.868 2.308 -1.530
C -2.321 3.581 -1.351
C -2.088 1.287 0.963
C 1.250 -1.386 -2.043
C 0.592 2.833 -1.614
C -3.811 3.492 -1.067
H 2.697 2.978 -1.353
H -4.311 2.870 -1.811
H -5.316 -1.027 -0.697
H -0.838 1.874 2.574
H 5.500 -3.404 1.944
H 5.666 -1.870 1.096
H -1.771 -2.669 0.504
H 2.857 -4.716 -0.387
H 3.559 -1.063 1.804
H -1.081 -0.054 -2.136
H -5.330 0.557 -1.489
H -3.597 3.594 1.077
H 4.219 1.223 -1.413
H -5.996 0.384 0.134
H -5.084 2.805 0.534
H 0.274 -4.025 0.964
H 0.304 -1.902 -2.188
H 1.926 -4.856 1.810
H 3.569 -0.210 -0.615
H -2.477 1.657 -1.959
H 4.183 -5.447 0.518
H 1.730 -1.792 -1.153
H 5.298 -3.657 -0.556
H 0.421 3.890 -1.498
H -4.236 4.496 -1.097
H -1.423 3.206 1.551
H 3.780 -0.199 -2.366
H -0.140 2.121 0.986
H 3.483 -4.578 2.581
H 1.896 -1.594 -2.896
H 3.882 -2.613 -0.507
H 4.006 -2.060 3.196

Output
- Energy: -37433.1396 eV
- Total charge: 0
- SMILES string: Cc1ccc(NC(=O)CCc2c(C)nn(-c3ccc(N4CCCCC4)nn3)c2C)cc1C
- Energy relative to the best compared isomer or geometry (same formula, charge and spin): 0.0 kcal per mole
- E_HOMO: -7.648 eV

Mulliken analysis output, partial charges in e: -0.64 -0.08 -1.54 -0.98 0.09 0.10 0.91 -1.40 -0.62 0.78 1.05 0.02 -0.75 -0.37 -0.12 -0.80 -1.07 1.35 -1.54 -0.99 1.25 -1.19 -0.78 -1.29 0.15 0.97 -1.25 0.42 1.22 -1.67 -0.91 -0.70 0.33 0.35 0.39 0.45 0.41 0.41 0.44 0.30 0.47 0.25 0.25 0.41 0.43 0.33 0.38 0.27 0.35 0.39 -0.01 0.24 0.38 -0.03 0.51 0.52 0.41 0.35 0.31 0.26 0.37 0.50 -0.22 0.19


Entry 4:
Density functional theory data (ωB97M-V/def2-TZVPD) for C25H33As2N5Ru as an isolated structure.

CARTESIAN COORDINATES (ANGSTROEM)
Ru 0.501 -0.085 0.525
As 0.312 2.332 -0.537
As -1.328 -0.335 -1.960
N 0.560 -4.793 -1.467
N -1.274 -1.297 1.350
N 0.716 -2.236 -0.527
N -2.704 -2.579 2.348
N -2.043 -3.377 1.533
C -2.512 4.059 -3.131
C -1.176 2.564 -1.805
C 1.477 -3.981 -1.937
C 1.569 -2.673 -1.443
C -3.079 1.726 -3.037
C -1.430 3.843 -2.294
C 0.912 -0.624 3.553
C -1.170 -2.601 0.930
C 2.430 -1.226 1.771
C -0.004 3.784 0.748
C -0.484 -0.557 -3.723
C 1.580 -1.618 2.826
C -3.332 3.005 -3.502
C -1.973 1.502 -2.223
C 1.117 0.745 3.297
C -2.894 -1.494 -2.183
C 2.670 0.140 1.490
C -0.219 -3.072 -0.061
C 0.539 1.773 4.203
C -2.251 -1.325 2.242
C 1.987 1.114 2.255
C 1.769 3.121 -1.591
C -0.275 -4.394 -0.544
C 1.469 -3.043 3.238
C 3.772 0.536 0.563
H 2.250 2.162 2.137
H -0.147 -1.584 -3.872
H 0.753 2.783 3.860
H 0.943 4.249 1.030
H -3.443 -2.943 2.941
H -3.398 -1.256 -3.121
H 3.911 -0.179 -0.248
H 1.916 2.563 -2.517
H -3.718 0.911 -3.347
H -2.569 -2.537 -2.231
H -1.232 -0.320 -4.482
H 0.364 0.119 -3.835
H 0.306 -0.910 4.406
H -0.510 3.412 1.640
H 1.549 -3.728 2.397
H 2.142 -4.356 -2.702
H -1.005 -5.095 -0.160
H -0.786 4.671 -2.020
H 3.618 1.534 0.157
H -2.732 5.061 -3.472
H 1.526 4.160 -1.830
H 2.295 -3.283 3.912
H 3.042 -1.978 1.283
H 0.550 -3.236 3.786
H 2.324 -1.977 -1.793
H -2.635 -0.482 2.786
H -0.634 4.545 0.282
H -0.536 1.648 4.330
H 0.975 1.652 5.199
H 2.698 3.113 -1.016
H 4.705 0.564 1.129
H -3.597 -1.384 -1.356
H -4.158 3.165 -4.180

Output
- Energy: -158142.0743 eV
- Total charge: +3
- Energy relative to the best compared isomer or geometry (same formula, charge and spin): 32.4 kcal per mole
- E_HOMO (alpha / beta): -17.313 / -17.423 eV
- Spin multiplicity: 2

Mulliken analysis output, partial charges in e: -0.06 1.15 0.83 -0.48 0.24 1.24 0.01 -0.66 -0.92 0.20 -0.48 -0.99 -0.47 -0.90 -0.48 0.48 -0.47 -1.09 -1.12 1.26 -0.74 0.51 1.46 -1.28 -0.36 -0.18 -1.63 -0.43 -0.99 -1.17 -0.33 -1.76 -1.63 0.73 0.40 0.43 0.43 0.21 0.54 0.34 0.41 0.33 0.39 0.49 0.35 0.63 0.25 0.33 0.48 0.55 0.32 0.20 0.44 0.46 0.47 0.69 0.41 0.45 0.57 0.52 0.38 0.42 0.41 0.40 0.42 0.44


Entry 5:
Density functional theory data (ωB97M-V/def2-TZVPD) for C25H33AsCl2CrN3O2 as an isolated structure.

CARTESIAN COORDINATES (ANGSTROEM)
As 10.251 9.176 14.904
Cr 8.979 9.850 12.806
Cl 6.662 8.956 13.855
Cl 8.517 7.579 11.809
O 7.583 11.192 11.987
O 9.070 11.841 13.931
N 8.114 12.672 13.657
N 7.467 12.367 12.523
N 8.393 9.743 8.933
C 9.201 10.954 9.340
C 11.703 10.415 15.402
C 5.597 14.569 10.287
C 10.548 10.064 11.391
C 11.125 7.407 15.024
C 6.913 9.982 8.743
C 10.359 9.124 18.695
C 10.472 10.588 10.093
C 9.633 6.460 18.885
C 9.231 7.205 17.789
C 9.577 8.566 17.686
C 10.399 7.037 19.906
C 11.645 10.667 9.324
C 5.151 15.556 11.164
C 10.771 8.368 19.789
C 6.639 13.353 12.057
C 5.480 15.405 12.507
C 11.778 9.575 11.810
C 8.946 9.121 7.715
C 7.091 7.424 13.043
C 12.952 9.681 11.067
C 12.887 10.210 9.764
C 9.101 9.374 16.557
C 6.304 13.450 10.706
C 6.232 14.349 12.962
H 4.552 16.400 10.803
H 7.381 6.694 13.785
H 9.976 8.793 7.890
H 5.179 16.148 13.246
H 10.709 6.437 20.765
H 9.209 10.450 16.755
H 9.366 5.405 18.932
H 8.891 9.827 6.879
H 12.114 10.098 16.358
H 13.763 10.274 9.116
H 6.497 10.412 9.662
H 6.624 12.705 9.988
H 8.093 9.132 16.231
H 11.867 9.088 12.789
H 11.853 7.302 14.209
H 8.466 9.043 9.704
H 10.637 10.179 18.665
H 8.566 11.557 9.985
H 8.348 8.263 7.483
H 11.304 11.430 15.447
H 11.561 11.061 8.318
H 6.508 14.298 14.017
H 12.492 10.374 14.642
H 11.357 8.823 20.596
H 13.883 9.322 11.527
H 6.216 7.100 12.485
H 10.390 6.616 14.970
H 8.643 6.746 17.007
H 11.632 7.356 15.982
H 6.733 10.623 7.865
H 5.431 14.644 9.210
H 6.439 9.014 8.577
H 9.426 11.515 8.431

Output
- Energy: -149312.0719 eV
- Total charge: +2
- Energy relative to the best compared isomer or geometry (same formula, charge and spin): 0.0 kcal per mole
- E_HOMO (alpha / beta): -13.357 / -13.373 eV
- Spin multiplicity: 4

Mulliken analysis output, partial charges in e: 1.13 -0.26 -0.02 -0.15 -0.35 -0.46 -0.56 0.91 0.34 0.16 -1.13 -0.53 0.75 -1.27 -0.75 -0.25 0.44 -0.70 -0.18 0.36 -0.48 -0.67 -0.72 -0.65 0.82 -0.46 -0.10 -0.93 -0.37 -0.97 -0.76 -1.05 -0.18 -0.48 0.41 0.37 0.37 0.37 0.39 0.42 0.38 0.40 0.43 0.41 0.23 0.21 0.56 -0.04 0.46 0.01 0.41 -0.60 0.41 0.36 0.43 0.47 0.39 0.38 0.44 0.43 0.39 0.39 0.43 0.38 0.36 0.39 0.63


Entry 6:
Density functional theory data (ωB97M-V/def2-TZVPD) for C25H33BrFeN5O2S3 as an isolated structure.

CARTESIAN COORDINATES (ANGSTROEM)
Br -2.879 -0.439 -0.978
Fe -1.326 -0.976 1.078
S -1.263 -3.585 -0.203
S 2.852 -2.339 -3.583
S 1.260 -0.208 -2.223
O -0.882 0.213 2.771
O -2.718 1.304 4.176
N -1.446 -2.713 2.684
N -1.068 1.436 0.533
N 0.857 -1.834 1.184
N -0.638 2.147 1.546
N 2.632 0.045 -4.467
C -1.915 1.113 -1.652
C -1.344 1.924 -0.628
C 0.511 -4.008 -0.028
C -1.359 2.511 -5.053
C -0.108 -3.175 3.075
C -0.257 1.405 2.764
C 0.177 3.776 5.731
C 0.975 -2.200 2.604
C -0.527 2.247 4.008
C 0.445 3.057 4.573
C 2.230 -0.723 -3.461
C 0.570 3.929 -5.227
C 0.897 3.647 -3.907
C -1.074 3.692 6.333
C -1.893 1.304 -2.991
C -1.782 2.131 4.636
C 3.596 -0.487 -5.408
C -2.049 2.891 5.786
C 3.649 -2.001 -5.196
C -2.013 -4.580 1.138
C -1.052 2.224 -3.712
C 1.397 -2.793 0.217
C -2.394 -3.785 2.392
C 0.112 2.789 -3.164
C -0.554 3.348 -5.800
H 0.847 1.270 2.708
H -2.276 0.698 3.525
H -2.252 2.091 -5.493
H 1.962 -2.621 2.828
H 1.422 3.130 4.120
H -0.518 3.156 1.491
H 1.192 4.593 -5.807
H 0.606 -4.740 0.767
H -2.528 0.678 -3.602
H 2.392 1.025 -4.499
H 0.064 -4.168 2.668
H -1.283 4.241 7.237
H 4.667 -2.382 -5.156
H 0.947 4.392 6.169
H 1.779 4.087 -3.463
H 2.385 -3.152 0.538
H 0.813 -4.481 -0.963
H -1.821 -2.122 3.423
H -3.026 2.789 6.229
H -2.911 -5.024 0.711
H 1.385 -0.972 1.049
H -1.198 2.977 -0.863
H 4.575 -0.021 -5.237
H 1.519 -2.256 -0.726
H 0.843 -1.275 3.166
H 0.424 2.507 -2.172
H 3.085 -2.543 -5.955
H -0.802 3.550 -6.832
H -2.469 -4.494 3.229
H 3.275 -0.246 -6.424
H -1.318 -5.386 1.368
H -3.375 -3.327 2.254
H -0.024 -3.260 4.162

Output
- Energy: -174926.3851 eV
- Total charge: +2
- Energy relative to the best compared isomer or geometry (same formula, charge and spin): 31.9 kcal per mole
- E_HOMO (alpha / beta): -12.560 / -12.525 eV
- Spin multiplicity: 6

Mulliken analysis output, partial charges in e: -0.21 0.86 -0.05 -0.08 -0.33 -0.47 -0.71 -0.02 0.30 0.28 -0.11 0.01 0.15 -0.36 -0.72 -0.71 -0.83 0.10 -0.80 -0.62 0.19 -0.39 0.07 -0.42 -0.86 -0.43 -0.81 0.42 -0.64 -0.64 -0.46 -0.69 1.12 -0.21 -0.77 -0.20 -0.66 0.30 0.28 0.41 0.52 0.42 0.38 0.44 0.37 0.39 0.12 0.29 0.42 0.37 0.42 0.43 0.27 0.57 0.25 0.47 0.46 0.24 0.81 0.31 -0.44 0.12 0.39 0.34 0.44 0.32 0.33 0.40 0.41 0.46


Entry 7:
Density functional theory data (ωB97M-V/def2-TZVPD) for C25H33ClIrN6O5 as an isolated structure.

CARTESIAN COORDINATES (ANGSTROEM)
Ir -0.321 -0.355 -0.310
Cl -2.124 -0.633 -2.925
O -0.473 -1.939 1.387
O 1.139 -2.261 -0.533
O 3.430 2.520 -0.004
O 3.156 3.588 -4.128
O -2.408 0.183 0.823
N 1.114 0.050 -2.126
N 0.171 -3.015 1.339
N 0.981 -3.177 0.358
N -1.145 1.833 -0.948
N 0.989 0.983 1.196
N 4.173 3.125 -2.169
C -4.217 0.948 2.096
C 2.217 -0.656 -4.116
C 0.066 3.255 0.707
C 2.911 0.542 -4.184
C -1.248 2.958 -0.012
C 1.791 1.188 -2.177
C 3.262 -6.658 0.275
C 4.412 2.323 -1.001
C 2.252 -6.517 1.222
C 1.727 -4.364 0.311
C -4.986 1.203 0.951
C 1.330 -0.860 -3.069
C 1.479 -5.375 1.248
C -5.935 1.981 3.436
C -6.680 2.237 2.294
C -4.718 1.335 3.344
C 0.438 2.216 1.765
C -2.040 -1.730 -1.616
C -2.198 -0.146 3.182
C -6.208 1.838 1.052
C 2.708 1.477 -3.175
C 2.719 -4.513 -0.659
C 3.484 -5.662 -0.669
C -2.900 0.312 1.945
C 3.365 2.828 -3.217
H 4.260 -5.782 -1.408
H -0.648 2.126 -1.786
H -6.305 2.285 4.404
H 4.371 1.262 -1.261
H -1.990 0.685 3.852
H -2.928 -1.738 -1.003
H -2.833 -0.853 3.714
H -6.795 2.022 0.165
H 2.353 -1.420 -4.864
H 1.856 1.205 0.700
H 2.078 -7.302 1.940
H -1.271 -0.643 2.909
H 0.875 3.351 -0.018
H -0.446 1.971 2.356
H -0.039 4.220 1.204
H 2.876 -3.726 -1.378
H -7.628 2.745 2.374
H 3.600 0.750 -4.988
H 0.780 -1.782 -2.985
H 5.408 2.557 -0.615
H 3.882 -7.542 0.277
H -1.625 -2.688 -1.893
H 4.586 4.050 -2.210
H -4.161 1.147 4.248
H -4.613 0.878 -0.009
H -2.086 1.567 -1.229
H -2.018 2.721 0.723
H 0.693 -5.257 1.974
H 1.224 0.346 1.956
H 1.620 1.902 -1.390
H 1.175 2.667 2.440
H 3.601 3.352 0.454
H -1.568 3.861 -0.546

Output
- Energy: -60979.9831 eV
- Total charge: +2
- Energy relative to the best compared isomer or geometry (same formula, charge and spin): 91.8 kcal per mole
- E_HOMO (alpha / beta): -13.543 / -13.481 eV
- Spin multiplicity: 2

Mulliken analysis output, partial charges in e: 3.65 -0.08 -0.51 -0.79 -0.40 -0.56 -0.94 -0.23 -0.62 0.86 -0.58 -0.65 -0.11 0.56 -1.18 -0.45 -0.40 -0.60 0.17 -0.50 -0.61 -0.62 0.62 -0.18 -0.22 -0.34 -0.86 -0.42 -0.34 -0.49 -0.57 -1.63 -0.74 -0.20 -0.41 -0.60 0.82 -0.05 0.39 0.28 0.42 0.41 0.44 0.39 0.59 0.42 0.47 0.02 0.40 0.09 0.11 0.01 0.53 0.40 0.43 0.58 0.59 0.42 0.41 0.41 0.26 0.39 0.39 0.29 0.20 0.43 0.31 0.48 0.53 0.28 0.45